{
  "formula": "C33H74N4O5",
  "method": "wB97M-V/def2-TZVPD",
  "elements": ["H", "C", "C", "H", "C", "H", "N", "H", "C", "H", "H", "H", "H", "C", "H", "C", "H", "H", "O", "H", "H", "H", "H", "C", "H", "H", "C", "C", "O", "H", "H", "H", "H", "C", "N", "H", "C", "C", "C", "H", "H", "H", "C", "H", "C", "H", "O", "C", "C", "C", "H", "H", "C", "H", "H", "H", "H", "C", "H", "H", "H", "H", "C", "H", "C", "H", "C", "H", "H", "C", "H", "H", "H", "H", "H", "H", "H", "O", "C", "H", "H", "C", "H", "H", "O", "H", "H", "H", "C", "C", "N", "H", "C", "H", "H", "H", "C", "H", "H", "H", "H", "H", "H", "C", "H", "H", "H", "N", "C", "C", "H", "H", "H", "H", "H", "H"],
  "positions_angstrom": [[1.04289, -4.33719, -4.37996], [-3.42480, -2.31158, 1.89975], [2.89555, 5.73144, -0.89575], [-0.91011, 6.92628, -0.39755], [4.94338, 0.83959, 2.80857], [1.58196, 6.83966, -2.44059], [0.47729, 5.51607, -1.27001], [-3.54074, -4.75028, 2.14204], [1.79007, -3.69421, -3.91476], [4.41617, -0.40633, 0.64850], [-1.73468, -4.90600, 1.78650], [1.68281, -0.63778, -2.41519], [-3.68181, 2.63343, -0.61511], [0.18391, -1.71567, -4.35274], [-1.62582, -1.48725, -2.19035], [-2.02369, 5.10200, -0.91042], [2.36318, -2.14817, -1.68470], [-2.59837, -4.51211, 5.81806], [-5.36593, 2.21725, 1.41015], [1.66527, 4.08566, -2.43159], [-1.88258, -1.40516, -4.43387], [3.29485, -4.06217, -2.40018], [-0.72085, -3.08046, 1.38364], [-1.33936, 1.42900, 0.38614], [2.34269, -6.55108, -4.04419], [5.62038, -1.20999, 2.75568], [-4.68599, 2.32076, -0.90139], [2.05130, -1.64666, -2.60084], [-6.58682, 1.15316, -0.15828], [2.88680, 4.68309, 1.01736], [0.73834, 5.66214, 0.83701], [1.40900, 7.32090, -0.79789], [3.44469, -1.62565, 1.42472], [0.62291, 4.39346, -2.34888], [3.55554, 0.45114, 2.29483], [3.44999, 2.23611, 1.02466], [-2.56118, -2.98623, 4.25188], [-3.38554, 5.77078, -0.91270], [-0.97664, -2.69134, 2.36917], [1.81271, -4.86489, -2.04711], [-1.25619, -3.12008, -4.81019], [-3.03344, -6.04107, 4.04194], [-1.21987, -2.23218, -4.17900], [-1.10198, 6.65153, -2.13766], [5.69102, -0.31578, 3.37494], [-4.09878, -1.56869, -1.49709], [5.14431, -0.58441, 4.71416], [2.88117, 1.74986, 1.81720], [3.46431, -0.57007, 1.15372], [0.94327, 4.91095, 0.07423], [2.47165, -3.35987, -4.69691], [-1.92686, 4.51287, 0.00151], [3.02539, -5.89046, -3.50979], [1.89441, 1.57275, 1.38937], [1.64736, -0.11688, 2.92361], [-5.45788, -2.34258, -0.52395], [4.86672, 1.63088, 3.55428], [-1.37654, -2.41260, -2.70968], [-2.49106, -2.24875, -0.03942], [3.55008, 6.36293, -0.29499], [-0.22580, -3.23426, 2.94327], [-2.15684, 0.76257, 0.66130], [2.63648, -0.04547, 3.37599], [-3.20716, -1.27737, 2.16647], [-3.43756, -2.58276, 0.38564], [2.61690, 0.62466, 4.23544], [-5.62604, 1.86278, 0.21995], [6.75637, -0.14188, 3.52624], [3.47652, 5.37380, -1.74584], [-2.05228, -4.27909, 4.90395], [-5.09909, 3.11299, -1.52576], [0.65689, -1.92952, -5.31121], [-1.05311, 1.85958, 1.34571], [2.92238, -1.03309, 3.73788], [-3.30348, 6.56652, -0.17232], [2.88209, -1.46140, -3.28170], [2.81398, 3.77035, -0.44802], [-0.07151, -0.46073, -0.30449], [-2.17706, -5.38779, 3.87482], [-4.75720, -0.85934, -0.10559], [0.29779, -0.66460, -4.08745], [-0.08795, -3.02610, -2.30019], [-4.38471, -2.71900, 2.21707], [2.66490, -0.32986, 0.45278], [0.52607, 1.59800, -1.00523], [-0.02658, 3.51864, -2.31826], [-2.26812, -3.00327, -2.49924], [-4.15681, 5.04613, -0.65165], [2.48408, -4.61908, -2.86986], [-2.51784, -4.69356, 2.51425], [-2.43548, -3.16120, 2.71231], [3.85980, -5.56631, -4.13171], [-4.49385, -1.83398, -0.51645], [-1.74382, 2.22698, -0.23655], [5.43771, 1.22873, 1.91845], [-3.62424, -2.84991, 4.45044], [1.66482, 6.46379, -1.42080], [0.37749, 4.02694, 0.36832], [-1.32265, -6.06406, 3.90212], [-0.82883, -1.62129, 2.51488], [-3.53148, 6.28487, -1.86269], [0.19360, -2.84867, -1.26224], [-2.02877, 4.50441, -1.82200], [-0.91519, 6.16680, -1.17940], [-1.97437, -2.14519, 4.62120], [2.77594, 2.51186, 2.58947], [-0.06682, -4.11446, -2.35587], [0.99921, -2.52676, -3.26884], [-0.23809, 0.77484, -0.37422], [2.42031, 4.66608, 0.03238], [-4.45049, 1.40551, -1.44447], [-1.04955, -4.10951, 5.29624], [3.46628, -6.59044, -2.80004], [0.40168, 4.82481, -3.32516], [-3.60240, -3.64336, 0.19575], [5.74003, -1.22839, 5.10406]],
  "lowdin_charge": [0.132, -0.098, -0.155, 0.137, -0.090, 0.144, -0.203, 0.129, -0.104, 0.107, 0.123, 0.081, 0.034, -0.053, 0.107, -0.244, 0.090, 0.129, 0.278, 0.101, 0.136, 0.102, 0.083, -0.030, 0.087, 0.121, 0.022, 0.009, 0.076, 0.123, 0.145, 0.137, 0.110, 0.040, -0.298, 0.092, -0.081, -0.081, 0.024, 0.100, 0.135, 0.122, -0.150, 0.142, -0.186, 0.065, -0.068, -0.004, 0.032, -0.106, 0.140, 0.103, -0.086, 0.089, 0.098, 0.090, 0.153, -0.184, 0.073, 0.132, 0.103, 0.063, -0.008, 0.135, -0.205, 0.120, -0.610, 0.141, 0.124, -0.155, 0.100, 0.135, 0.083, 0.104, 0.087, 0.112, 0.105, -0.071, -0.118, 0.048, 0.132, -0.107, 0.138, 0.088, -0.107, 0.079, 0.125, 0.064, -0.237, -0.054, -0.230, 0.086, -0.048, 0.041, 0.143, 0.136, -0.085, 0.113, 0.123, 0.097, 0.093, 0.112, 0.104, -0.078, 0.130, 0.115, 0.125, -0.199, -0.750, -0.190, 0.090, 0.114, 0.083, 0.107, 0.107, 0.098],
  "homo_lumo_gap_ev": [9.018, 6.411],
  "total_charge": 3,
  "e_tot_ha": -1895.93999,
  "multiplicity": 2,
  "s_squared": 0.755,
  "homo_energy_ev": [-15.185, -15.185]
}